Entry 1:
Molecular formula: C16H20GdN2OP
Method: DFT, ωB97M-V/def2-TZVPD

```
41
Properties=species:S:1:pos:R:3
C -0.60 -0.03 -5.05
C -1.42 0.98 -4.45
C -0.53 1.86 -3.76
C 0.84 1.49 -4.07
C 0.80 0.32 -4.86
Gd -0.21 -0.16 -2.86
P -0.26 -2.33 -2.47
H -0.96 -0.87 -5.65
H -2.51 1.03 -4.47
H -0.83 2.74 -3.19
H 1.65 -0.22 -5.26
H 1.73 2.02 -3.73
H 0.81 -3.19 -2.88
H -1.30 -3.16 -3.01
H -0.36 -2.82 -1.14
C 1.44 0.78 3.70
N 1.28 0.67 2.24
N 0.33 0.01 1.58
C 0.63 0.11 0.25
O -0.04 -0.41 -0.63
C 1.74 0.89 0.06
C 2.15 1.21 1.35
C 3.36 2.01 1.70
C -0.88 -0.58 2.14
C -1.57 0.04 3.21
C -2.77 -0.49 3.70
C -3.32 -1.63 3.13
C -2.66 -2.26 2.06
C -1.46 -1.73 1.57
H 2.44 0.40 3.99
H 0.72 0.16 4.26
H 1.35 1.84 4.02
H 2.22 1.16 -0.87
H 3.06 2.91 2.27
H 4.04 1.38 2.32
H 3.91 2.32 0.79
H -1.21 0.95 3.65
H -3.29 0.01 4.51
H -4.25 -2.04 3.50
H -3.09 -3.14 1.61
H -0.99 -2.23 0.76
```

Charge = 0
Multiplicity = 8
Energy = -52055.6135 eV
HOMO energy (spin up / spin down) = -3.7 / -7.1 eV
E_LUMO (spin up / spin down) = 0.19 / 0.15 eV

Atomic partial charges in e from the Mulliken method, atoms 1 to 2:
1 C -0.388
2 C -0.405



Entry 2:
Molecular formula: C30H42GeN2OPtSb
Method: DFT, ωB97M-V/def2-TZVPD

```
78
Properties=species:S:1:pos:R:3
Pt 0.55 0.21 0.13
C 2.48 -0.68 -2.35
C 3.35 -0.82 -1.14
O 2.59 -0.41 0.09
H 3.03 -1.05 -3.22
H 2.23 0.37 -2.55
H 1.57 -1.28 -2.27
H 4.22 -0.18 -1.18
H 3.66 -1.85 -0.97
H 3.13 0.24 0.57
C -1.07 0.18 -3.13
Ge -1.61 1.28 -1.65
C -0.94 3.09 -1.67
C -3.40 1.11 -0.94
C -1.18 0.50 0.83
H -1.56 0.64 -4.00
H -1.39 -0.85 -3.05
H 0.01 0.25 -3.29
H -1.54 3.60 -2.44
H 0.10 3.12 -1.99
H -1.08 3.62 -0.73
H -3.98 1.26 -1.86
H -3.65 1.90 -0.24
H -3.67 0.13 -0.55
H -1.96 -0.24 0.99
H -1.42 1.45 1.31
N 1.33 2.16 0.43
C 1.47 3.31 0.63
N 1.68 4.55 0.85
C 1.71 5.11 2.23
C 0.70 6.24 2.34
C 0.89 7.28 1.24
C 0.84 6.63 -0.14
C 1.88 5.52 -0.26
H 2.73 5.48 2.39
H 1.52 4.30 2.93
H 0.81 6.70 3.33
H -0.32 5.82 2.30
H 1.85 7.78 1.38
H 0.12 8.04 1.32
H 1.04 7.37 -0.92
H -0.15 6.22 -0.33
H 2.89 5.92 -0.14
H 1.83 4.99 -1.21
C 3.01 -5.93 0.85
C 1.72 -6.15 0.36
C 0.87 -5.08 0.15
C 1.31 -3.79 0.44
C 2.58 -3.57 0.96
C 3.43 -4.65 1.16
Sb -0.17 -2.32 0.23
C -1.23 -2.31 2.05
C -2.48 -2.90 2.19
C -3.09 -2.92 3.43
C -2.46 -2.35 4.53
C -1.20 -1.77 4.40
C -0.58 -1.75 3.16
C -1.39 -2.85 -1.37
C -0.78 -3.46 -2.47
C -1.54 -3.76 -3.59
C -2.90 -3.46 -3.62
C -3.50 -2.86 -2.52
C -2.75 -2.56 -1.39
H 3.67 -6.77 1.01
H 1.39 -7.16 0.14
H -0.12 -5.27 -0.24
H 2.89 -2.57 1.26
H 4.41 -4.48 1.57
H -2.97 -3.38 1.35
H -4.06 -3.39 3.55
H -2.94 -2.38 5.50
H -0.70 -1.36 5.26
H 0.41 -1.32 3.07
H 0.27 -3.72 -2.46
H -1.07 -4.24 -4.44
H -3.49 -3.71 -4.49
H -4.57 -2.66 -2.53
H -3.24 -2.12 -0.53
```

Charge = +3
Energy = -103090.9323 eV
HOMO energy = -16.8 eV
E_LUMO = -11.31 eV

Atomic partial charges in e from the Mulliken method, atoms 1 to 2:
1 Pt 1.302
2 C -1.051



Entry 3:
Molecular formula: C5H14
Method: DFT, ωB97M-V/def2-TZVPD

```
19
Properties=species:S:1:pos:R:3
C 1.94 -1.51 -0.62
C 1.15 -2.68 0.08
H 1.84 -0.67 0.02
H 3.06 -1.68 -0.73
H 1.49 -1.40 -1.60
H 1.20 -3.54 -0.62
H 0.20 -2.45 0.33
H 1.79 -2.83 1.01
C -1.10 1.31 -0.33
C 0.21 1.64 0.39
C -2.43 1.63 0.40
H -1.19 0.22 -0.53
H -1.12 1.51 -1.38
H 1.00 0.97 0.21
H 0.37 2.73 0.20
H -2.66 1.13 1.42
H -3.24 1.47 -0.25
H -0.07 1.50 1.35
H -2.44 2.66 0.63
```

Charge = -1
Multiplicity = 2
Energy = -5409.1648 eV
HOMO energy (spin up / spin down) = 1.6 / -7.1 eV
E_LUMO (spin up / spin down) = 4.21 / 4.37 eV

Atomic partial charges in e from the Mulliken method, atoms 1 to 2:
1 C -1.450
2 C -1.974



What did the first record say?
Molecular formula: C16H20GdN2OP
Method: DFT, ωB97M-V/def2-TZVPD

```
41
Properties=species:S:1:pos:R:3
C -0.60 -0.03 -5.05
C -1.42 0.98 -4.45
C -0.53 1.86 -3.76
C 0.84 1.49 -4.07
C 0.80 0.32 -4.86
Gd -0.21 -0.16 -2.86
P -0.26 -2.33 -2.47
H -0.96 -0.87 -5.65
H -2.51 1.03 -4.47
H -0.83 2.74 -3.19
H 1.65 -0.22 -5.26
H 1.73 2.02 -3.73
H 0.81 -3.19 -2.88
H -1.30 -3.16 -3.01
H -0.36 -2.82 -1.14
C 1.44 0.78 3.70
N 1.28 0.67 2.24
N 0.33 0.01 1.58
C 0.63 0.11 0.25
O -0.04 -0.41 -0.63
C 1.74 0.89 0.06
C 2.15 1.21 1.35
C 3.36 2.01 1.70
C -0.88 -0.58 2.14
C -1.57 0.04 3.21
C -2.77 -0.49 3.70
C -3.32 -1.63 3.13
C -2.66 -2.26 2.06
C -1.46 -1.73 1.57
H 2.44 0.40 3.99
H 0.72 0.16 4.26
H 1.35 1.84 4.02
H 2.22 1.16 -0.87
H 3.06 2.91 2.27
H 4.04 1.38 2.32
H 3.91 2.32 0.79
H -1.21 0.95 3.65
H -3.29 0.01 4.51
H -4.25 -2.04 3.50
H -3.09 -3.14 1.61
H -0.99 -2.23 0.76
```

Charge = 0
Multiplicity = 8
Energy = -52055.6135 eV
HOMO energy (spin up / spin down) = -3.7 / -7.1 eV
E_LUMO (spin up / spin down) = 0.19 / 0.15 eV

Atomic partial charges in e from the Mulliken method, atoms 1 to 2:
1 C -0.388
2 C -0.405



> Which of these has the highest energy?

C5H14



> Which of these has the lowest energy?

C30H42GeN2OPtSb



> Which of these has the highest energy?

C5H14